Entry from the OMol25 dataset: a molecular structure, C22H44N2O4ReS6Si (ωB97M-V with the def2-TZVPD basis set).

Results
Expectation value of S²: 0.763
E_tot (Ha): -4031.75128
Highest occupied orbital energy (spin up / spin down) (hartree): -0.48209 / -0.48209
Charge: +2
Kohn-Sham gap (spin up / spin down) (Ha): 0.188 / 0.200
LUMO (spin up / spin down) (eV): -8.003 / -7.686
2S+1: 2

Last column: Mulliken charge in e.
Atoms and positions in Å:
1 Re 0.75196 -1.96228 0.52970  -0.09
2 C 3.91915 -2.17367 -0.75156  -0.91
3 C 3.88272 -0.87052 0.00042  0.04
4 S 2.72565 -0.80628 1.38317  0.17
5 C 3.41105 -1.90121 2.66439  -1.06
6 C 3.22177 -3.39298 2.46249  -0.56
7 S 1.53030 -3.81626 1.94817  -0.04
8 C 1.79455 -5.07679 0.66685  -0.63
9 C 2.53159 -4.60920 -0.58450  -0.76
10 S 2.24533 -2.86805 -1.11155  0.08
11 H 4.48378 -2.93738 -0.22366  0.39
12 H 4.38384 -2.01543 -1.72534  0.58
13 H 3.53243 -0.06780 -0.65787  -0.72
14 H 4.87522 -0.60943 0.37328  0.68
15 H 2.95706 -1.55499 3.59197  0.43
16 H 4.47687 -1.67306 2.71295  0.53
17 H 3.39266 -3.91451 3.40402  0.59
18 H 3.90924 -3.79660 1.72234  0.30
19 H 0.78871 -5.41692 0.43190  0.16
20 H 2.32734 -5.90304 1.13645  0.59
21 H 2.22470 -5.22395 -1.42972  0.49
22 H 3.60807 -4.71487 -0.48682  0.51
23 S 2.41269 1.03100 -2.68611  -0.33
24 C 2.67584 2.37476 -1.74166  0.34
25 N 3.09309 3.55061 -2.19710  -0.22
26 C 3.51595 4.56208 -1.22993  -0.68
27 C 2.77296 4.24130 0.06169  -0.57
28 S 2.47110 2.44216 0.00632  0.18
29 H 3.31284 3.64444 -3.17793  0.26
30 H 3.26764 5.55813 -1.58970  0.37
31 H 4.59696 4.50499 -1.08724  0.34
32 H 1.80511 4.73445 0.10893  0.14
33 H 3.35324 4.48995 0.94529  0.53
34 S -2.28847 -5.43327 0.05459  -0.25
35 C -1.34237 -4.20841 0.06120  0.91
36 N -0.58577 -3.25930 0.06311  -0.62
37 C -1.45492 3.11013 -2.50465  -1.23
38 C -1.50622 3.20922 -0.98793  1.46
39 C -2.93572 3.29302 -0.46788  -1.29
40 C -0.71608 4.41677 -0.51608  -1.51
41 O -0.83127 2.05784 -0.40406  0.72
42 Si -1.29022 0.52289 -0.24245  -1.98
43 O 0.15612 -0.35915 -0.16590  1.15
44 O -2.19914 0.05923 -1.47651  -0.03
45 C -3.25971 -0.83933 -1.87761  1.67
46 C -3.99681 -1.39519 -0.67044  -1.41
47 C -4.22482 -0.03550 -2.73521  -1.68
48 C -2.61818 -1.93932 -2.71283  -1.42
49 O -2.05049 0.22115 1.15929  0.70
50 C -1.67345 0.19277 2.53126  1.53
51 C -0.65053 1.28293 2.84035  -1.23
52 C -1.08702 -1.18125 2.82700  -0.87
53 C -2.93985 0.39107 3.34669  -1.94
54 H -1.90801 3.99582 -2.95319  0.49
55 H -1.98659 2.22575 -2.85396  0.00
56 H -0.41659 3.03952 -2.83809  0.21
57 H -3.43132 4.17172 -0.88184  0.54
58 H -2.93899 3.37456 0.62234  0.29
59 H -3.51194 2.41051 -0.75244  -0.02
60 H -1.18536 5.33278 -0.87942  0.49
61 H 0.30580 4.37833 -0.90268  0.01
62 H -0.69175 4.45432 0.57566  0.41
63 H -4.41949 -0.58331 -0.07608  0.28
64 H -3.32870 -1.96444 -0.02177  0.04
65 H -4.80704 -2.04494 -1.00304  0.57
66 H -4.74333 0.71882 -2.14255  0.35
67 H -4.97203 -0.70152 -3.16980  0.48
68 H -3.69066 0.45909 -3.54788  0.33
69 H -1.77295 -2.37930 -2.17571  0.07
70 H -2.24618 -1.53054 -3.65333  0.36
71 H -3.34432 -2.72249 -2.93939  0.43
72 H 0.28679 1.11286 2.29639  0.10
73 H -0.43699 1.31324 3.91060  0.57
74 H -1.04008 2.25539 2.53355  0.23
75 H -0.20956 -1.35005 2.14512  -0.20
76 H -1.80066 -1.98548 2.64419  0.40
77 H -0.69704 -1.25505 3.84308  0.53
78 H -3.36569 1.36660 3.11116  0.43
79 H -2.72803 0.34922 4.41723  0.43
80 H -3.67581 -0.37637 3.10026  0.37


Entry from the OMol25 dataset: a single C22H44N4O2 molecule (ωB97M-V with the def2-TZVPD basis set).

Results
E_tot (Ha): -1234.18864
Highest occupied orbital energy (hartree): -0.30883
SMILES: O[C@H](CNC1CCCCC1)CN1CCN(C[C@H](O)CNC2CCCCC2)CC1
Energy relative to the best compared isomer or geometry (same formula, charge and spin) (kJ/mol): 15.39
Kohn-Sham gap (Ha): 0.342
LUMO (eV): 0.895

Last column: Mulliken charge in e.
Atoms and positions in Å:
1 O -0.93880 -2.84016 2.05076  -0.63
2 C -0.33325 -1.88610 2.89868  0.25
3 C -0.57353 -2.24798 4.37812  -0.85
4 N -0.22148 -3.64121 4.60088  -0.22
5 C 0.22151 -3.98600 5.94149  -0.07
6 C 0.75042 -5.42163 5.92797  -0.83
7 C 1.29472 -5.81351 7.29788  -0.66
8 C 0.21220 -5.67198 8.36350  -0.63
9 C -0.32385 -4.24410 8.38783  -0.74
10 C -0.86589 -3.84932 7.01762  -0.68
11 C -0.90569 -0.50062 2.58247  -1.00
12 N -0.18679 0.14948 1.50498  0.09
13 C -0.46334 1.57147 1.43357  -0.87
14 C 0.42539 2.21027 0.37096  -0.77
15 N 0.16136 1.60565 -0.92279  0.52
16 C 0.85569 2.27141 -2.01140  -1.20
17 C 0.06908 3.52382 -2.43264  0.28
18 O -1.30986 3.23811 -2.43992  -0.71
19 C 0.48867 3.98629 -3.83211  -0.98
20 N 0.26376 2.91399 -4.77829  -0.02
21 C 0.58083 3.20918 -6.16389  -0.25
22 C 0.61922 1.89100 -6.94229  -0.76
23 C 1.01977 2.12373 -8.39530  -0.67
24 C 0.05015 3.09006 -9.06833  -0.65
25 C 0.00385 4.40968 -8.30480  -0.72
26 C -0.39463 4.17710 -6.85081  -0.68
27 C 0.43199 0.18083 -0.84767  -1.04
28 C -0.46394 -0.44915 0.21149  -0.65
29 H -0.56274 -3.69805 2.28152  0.40
30 H 0.75087 -1.86801 2.71369  0.06
31 H 0.07159 -1.61950 4.99520  0.47
32 H -1.62072 -2.02527 4.63224  0.37
33 H -1.00755 -4.23513 4.35173  0.38
34 H 1.04912 -3.30817 6.18490  0.26
35 H 1.52967 -5.50729 5.16930  0.32
36 H -0.06208 -6.09840 5.65184  0.32
37 H 1.65806 -6.84273 7.26942  0.33
38 H 2.13839 -5.16737 7.55053  0.33
39 H 0.61667 -5.93393 9.34326  0.32
40 H -0.60541 -6.36253 8.14359  0.32
41 H -1.11331 -4.15430 9.13723  0.34
42 H 0.48128 -3.56027 8.66703  0.34
43 H -1.23048 -2.81988 7.04620  0.36
44 H -1.70753 -4.49755 6.75638  0.28
45 H -0.80431 0.12460 3.47300  0.39
46 H -1.97911 -0.61669 2.35658  0.32
47 H -0.24543 2.02379 2.40428  0.44
48 H -1.52194 1.76872 1.18461  0.30
49 H 0.21163 3.27945 0.31610  0.42
50 H 1.48177 2.07674 0.66187  0.34
51 H 0.87812 1.60089 -2.87277  0.59
52 H 1.88961 2.54557 -1.75323  0.22
53 H 0.26228 4.34820 -1.72437  0.37
54 H -1.42436 2.50684 -1.81005  0.45
55 H -0.07630 4.90296 -4.06578  0.36
56 H 1.55574 4.22978 -3.82798  0.44
57 H -0.70630 2.62039 -4.69704  0.31
58 H 1.58505 3.65240 -6.17181  0.28
59 H 1.32236 1.21277 -6.45690  0.32
60 H -0.37016 1.42970 -6.90421  0.30
61 H 1.03217 1.17288 -8.93244  0.34
62 H 2.02886 2.54102 -8.43038  0.33
63 H 0.35636 3.26802 -10.10152  0.32
64 H -0.94831 2.64700 -9.08648  0.32
65 H -0.70735 5.09012 -8.77884  0.35
66 H 0.98933 4.88083 -8.33744  0.33
67 H -0.41092 5.13013 -6.31790  0.37
68 H -1.40112 3.75177 -6.80903  0.26
69 H 0.21907 -0.26877 -1.82006  0.45
70 H 1.48622 -0.01468 -0.58978  0.34
71 H -0.27470 -1.51976 0.27221  0.47
72 H -1.52076 -0.29997 -0.07354  0.26


Entry from the OMol25 dataset: 2 unconnected molecules or ions with the total composition C22H44N4O2P (ωB97M-V with the def2-TZVPD basis set).

Results
E_tot (Ha): -1575.23935
Highest occupied orbital energy (hartree): -0.36513
Charge: +1
Energy relative to the best compared isomer or geometry (same formula, charge and spin) (kJ/mol): 158.99
Kohn-Sham gap (Ha): 0.255
LUMO (eV): -3.000

Last column: Mulliken charge in e.
Atoms and positions in Å:
1 C 4.43175 -0.52329 0.02266  -1.05
2 C 5.50551 0.50042 0.47959  -0.48
3 C 5.95557 1.48075 -0.60910  -0.80
4 C 5.16637 2.80561 -0.69387  -0.84
5 C 3.72013 2.72631 -0.19243  -0.49
6 C 2.86515 3.82351 -0.83740  -0.14
7 O 3.42625 5.11894 -0.68725  -0.46
8 C 2.99057 5.88059 0.41637  -0.60
9 C 2.23682 5.10591 1.47170  -0.71
10 N 1.04358 4.45414 0.83904  0.05
11 C 1.38180 3.71649 -0.44446  -0.64
12 C 0.38528 4.13547 -1.54193  -0.95
13 C -0.86691 3.28513 -1.48265  0.72
14 C -0.80309 1.90079 -1.61252  -0.19
15 C -1.92968 1.10371 -1.52734  -0.85
16 C -3.16422 1.70042 -1.29889  -0.60
17 C -3.24513 3.07639 -1.19860  -0.54
18 C -2.11105 3.87068 -1.28669  -0.62
19 H 4.78535 -1.54582 0.09106  0.36
20 H 3.53656 -0.39637 0.63574  0.21
21 H 4.11527 -0.27827 -0.99181  0.31
22 H 6.38559 -0.09204 0.73611  0.39
23 H 5.21782 1.00124 1.40411  0.35
24 H 5.98233 0.99465 -1.58413  0.40
25 H 6.99081 1.74869 -0.38906  0.34
26 H 5.10990 3.08762 -1.74936  0.29
27 H 5.68915 3.62281 -0.19935  0.32
28 H 3.28813 1.77917 -0.52242  0.12
29 H 3.67511 2.77530 0.89799  0.28
30 H 2.89338 3.60814 -1.90690  0.73
31 H 2.40069 6.74197 0.08388  0.34
32 H 3.87644 6.29623 0.90254  0.43
33 H 1.87064 5.82810 2.20161  0.44
34 H 2.82478 4.37638 2.01796  0.28
35 H 0.29598 5.13426 0.69777  0.50
36 H 0.66640 3.77653 1.50179  0.41
37 H 1.19903 2.66185 -0.24955  0.61
38 H 0.05517 5.15972 -1.33796  0.53
39 H 0.85546 4.11641 -2.52227  0.35
40 H 0.16755 1.43856 -1.76766  0.42
41 H -1.81499 0.03022 -1.60981  0.57
42 H -4.03639 1.06772 -1.21136  0.44
43 H -4.20974 3.53307 -1.02035  0.39
44 H -2.21491 4.94672 -1.20493  0.34
45 O -2.79614 -2.95366 -1.15542  -0.92
46 P -3.17777 -3.62882 0.13167  0.81
47 N -1.60123 -3.70342 0.86112  0.19
48 C -0.57066 -4.57217 0.32490  -1.04
49 C -1.06626 -2.38106 1.12834  -1.26
50 N -3.81071 -5.11092 -0.45018  0.25
51 C -3.19228 -6.39912 -0.22418  -1.10
52 C -4.45740 -5.05986 -1.75759  -1.08
53 N -3.91229 -3.77080 1.63818  0.10
54 C -3.28449 -4.08521 2.91225  -0.77
55 C -5.37131 -3.85253 1.65462  -1.08
56 H 0.29135 -4.55508 0.99665  0.35
57 H -0.23649 -4.27488 -0.67945  0.29
58 H -0.89525 -5.60787 0.28854  0.31
59 H -1.80657 -1.76809 1.65323  0.37
60 H -0.78158 -1.85282 0.20677  0.32
61 H -0.18856 -2.45593 1.77569  0.38
62 H -2.33932 -6.57278 -0.89224  0.35
63 H -3.92113 -7.19339 -0.40297  0.34
64 H -2.86415 -6.51495 0.81060  0.29
65 H -3.73976 -5.11400 -2.58506  0.30
66 H -5.02920 -4.14169 -1.87329  0.33
67 H -5.15762 -5.89327 -1.84653  0.38
68 H -2.85165 -5.08716 2.91063  0.22
69 H -4.03894 -4.03979 3.69962  0.38
70 H -2.51012 -3.37424 3.18890  0.26
71 H -5.70197 -4.88924 1.76262  0.33
72 H -5.79475 -3.46065 0.73000  0.33
73 H -5.78799 -3.26148 2.47267  0.40


Entry from the OMol25 dataset: 6 unconnected molecules or ions with the total composition C22H44O19S (ωB97M-V with the def2-TZVPD basis set).

Results
E_tot (Ha): -2692.40980
Highest occupied orbital energy (hartree): -0.37416
SMILES: O=S1(=O)OCCO1.CCOC(=O)OC.CCOC(=O)OC.CCOC(=O)OC.CCOC(=O)OC.CCOC(=O)OC
Energy relative to the best compared isomer or geometry (same formula, charge and spin) (kJ/mol): 0.00
Kohn-Sham gap (Ha): 0.383
LUMO (eV): 0.238

Last column: Mulliken charge in e.
Atoms and positions in Å:
1 O -0.46227 -0.22174 -0.75891  -0.47
2 S 0.54013 0.56527 -0.10106  1.10
3 O 1.87306 0.57831 -0.59950  -0.55
4 O 0.00774 2.08561 0.06426  -0.38
5 C -0.89427 2.19544 1.18672  -0.04
6 C -0.73446 0.89404 1.98165  0.28
7 O 0.44868 0.28135 1.45873  -0.27
8 H -0.57147 3.06289 1.76112  0.21
9 H -1.86795 2.34632 0.72565  0.04
10 H -1.54698 0.21369 1.71713  -0.40
11 H -0.70833 1.07820 3.04894  0.45
12 C 2.28553 -2.29185 2.30177  -1.03
13 C 3.34622 -2.64514 1.30539  0.61
14 O 4.31183 -3.49808 1.94395  -0.27
15 C 5.25630 -4.01369 1.17206  0.76
16 O 5.26393 -4.08565 -0.02365  -0.54
17 O 6.20221 -4.48273 1.97495  -0.35
18 C 7.27758 -5.16149 1.37682  -0.66
19 H 2.61426 -1.60403 3.08330  0.36
20 H 1.89495 -3.16131 2.83252  0.36
21 H 1.47427 -1.79674 1.77170  0.01
22 H 3.86682 -1.75744 0.94043  0.35
23 H 2.91169 -3.15425 0.44582  -0.47
24 H 7.97897 -5.48686 2.14050  0.24
25 H 7.88186 -4.57880 0.67640  0.29
26 H 6.92887 -6.02585 0.80922  0.30
27 C -4.29623 -0.76322 -1.10303  -1.42
28 C -3.97436 -0.33937 0.32798  0.64
29 O -3.48663 -1.39162 1.14933  0.19
30 C -4.31912 -1.95731 2.01604  0.58
31 O -5.47018 -1.61705 2.17206  -0.58
32 O -3.70618 -2.91759 2.65394  -0.26
33 C -4.39295 -3.51552 3.72933  -0.74
34 H -3.35441 -0.89677 -1.65017  0.27
35 H -4.80262 0.03374 -1.64122  0.36
36 H -4.75305 -1.75134 -1.13634  0.37
37 H -4.86019 0.15900 0.70271  0.19
38 H -3.19247 0.41484 0.31800  -0.45
39 H -3.80923 -4.25226 4.28109  0.25
40 H -5.29777 -4.06852 3.47796  0.29
41 H -4.64639 -2.74114 4.45345  0.31
42 C 2.76594 -4.02565 -2.20134  -0.90
43 C 2.17990 -5.19948 -1.41307  -0.16
44 O 0.84203 -5.43566 -1.87373  -0.38
45 C -0.13924 -4.56333 -1.62833  0.61
46 O -0.94822 -4.24980 -2.45451  -0.56
47 O -0.12268 -4.12570 -0.37374  -0.26
48 C -1.16458 -3.25209 0.00124  -0.60
49 H 2.84953 -4.36285 -3.23456  0.41
50 H 3.77032 -3.77913 -1.85581  0.26
51 H 2.12419 -3.14767 -2.13885  0.19
52 H 2.23749 -5.03388 -0.33742  0.28
53 H 2.68186 -6.13057 -1.66335  0.30
54 H -2.17488 -3.65410 0.08511  0.36
55 H -1.22750 -2.41445 -0.69108  0.20
56 H -0.97246 -2.78908 0.96904  0.27
57 C 2.16495 2.41182 -3.66720  -1.12
58 C 2.95809 3.23637 -4.67281  -0.37
59 O 3.90998 4.00637 -3.94963  -0.26
60 C 3.96620 5.31003 -4.22132  0.76
61 O 3.08173 5.96820 -4.69075  -0.56
62 O 5.14522 5.76443 -3.82441  -0.32
63 C 5.59034 7.02665 -4.27841  -0.65
64 H 1.45396 3.02107 -3.11766  0.31
65 H 2.89201 1.77755 -3.15214  0.30
66 H 1.59100 1.57015 -4.07700  0.46
67 H 2.32343 3.85016 -5.30882  0.35
68 H 3.47227 2.54170 -5.34050  0.29
69 H 6.47773 7.25171 -3.69306  0.22
70 H 4.83115 7.79658 -4.13760  0.30
71 H 5.87224 6.99955 -5.33270  0.29
72 C -3.26613 6.07616 3.24714  -1.36
73 C -3.37320 4.70208 2.58527  0.08
74 O -4.72271 4.50726 2.14788  -0.29
75 C -4.98316 3.33526 1.61251  0.74
76 O -4.26022 2.37039 1.57965  -0.50
77 O -6.24902 3.33876 1.19937  -0.37
78 C -6.73578 2.19804 0.54563  -0.54
79 H -2.30093 6.02425 3.75452  0.38
80 H -4.00851 6.21585 4.03252  0.34
81 H -3.37548 6.88196 2.52805  0.32
82 H -3.06511 3.94212 3.30243  0.27
83 H -2.67473 4.66332 1.75007  0.20
84 H -6.76419 1.32317 1.19900  0.27
85 H -6.14673 1.91689 -0.33628  0.20
86 H -7.72351 2.40429 0.13961  0.30


no.,molar mass (g/mol)
1,807.30
2,396.62
3,427.59
4,644.64